Formula: H2N4O3
Source: the OMol25 dataset
Level of theory: ωB97M-V with the def2-TZVPD basis set

Calculated values
LUMO   -0.20 eV
SMILES string   NN(N=O)[N+](=O)[O-]
Frontier orbital gap   0.3645 hartree
Energy above the lowest of the compared OMol25 structures with the same formula, charge and spin   49.46 kcal/mol
Highest occupied orbital energy   -0.3719 hartree

Structure (XYZ):
```
9
Properties=species:S:1:pos:R:3:forces:R:3:nbo_charge:R:1
N -1.672 -1.694 0.112 0.34 -0.44 0.20 0.251
N -0.010 0.102 -0.001 -2.51 2.70 -1.02 -0.645
N -1.268 -0.443 -0.084 0.44 0.59 -0.62 -0.054
N -2.394 0.566 0.034 0.90 -3.71 -0.47 0.665
O -0.783 -2.508 0.211 -0.01 0.41 -0.15 -0.371
O -3.418 0.111 -0.346 -1.12 0.44 -0.20 -0.313
O -2.058 1.579 0.469 0.24 3.07 0.91 -0.289
H 0.722 -0.411 0.272 2.46 -3.37 2.24 0.386
H 0.339 0.515 -0.843 -0.74 0.31 -0.90 0.371
```
Forces are in eV/Å.